{"formula": "C8H24CuN3O13S4", "method": "wB97M-V/def2-TZVPD", "homo_lumo_gap_ev": [6.4, 6.0], "s_squared": 0.75, "fmax_ev_per_a": 2.695, "energy_ha": -4694.321132, "lumo_ev": [1.6377, 1.2332], "spin_multiplicity": 2, "charge": -1, "symbols": ["Cu", "N", "O", "O", "O", "N", "O", "O", "O", "N", "O", "O", "O", "C", "S", "O", "C", "H", "H", "H", "H", "H", "H", "C", "S", "O", "C", "H", "H", "H", "H", "H", "H", "C", "S", "O", "C", "H", "H", "H", "H", "H", "H", "C", "S", "O", "C", "H", "H", "H", "H", "H", "H"], "coordinates": [[0.181256, -0.457496, 0.574731], [3.377016, 1.410748, 0.783038], [4.327605, 0.707324, 1.175341], [3.468972, 2.660820, 0.696399], [2.311634, 0.803674, 0.478572], [2.583812, -2.639090, -0.570844], [2.788763, -3.344772, -1.579138], [3.475445, -2.485951, 0.260636], [1.434844, -2.148150, -0.357562], [1.354846, -1.710793, 3.406257], [0.816058, -0.823396, 2.666540], [2.377985, -2.317463, 3.114733], [0.781434, -1.875468, 4.504995], [-1.658478, -4.449031, 2.236836], [-1.784971, -3.473328, 0.700151], [-1.056456, -2.179858, 0.823780], [-0.835967, -4.679918, -0.367118], [-2.286463, -5.313097, 2.008130], [-2.193291, -3.986923, 3.066278], [-0.626000, -4.647507, 2.515412], [-1.138486, -4.598177, -1.410914], [-0.926050, -5.731684, -0.106859], [0.170114, -4.256834, -0.296084], [0.234490, 0.578404, -3.854374], [0.180922, 1.599276, -2.343264], [0.000434, 0.556720, -1.301550], [1.963441, 2.064118, -2.470759], [0.865332, -0.305672, -3.796149], [0.655110, 1.198362, -4.652858], [-0.788019, 0.389235, -4.179847], [2.289792, 2.118095, -1.426090], [2.053572, 3.106453, -2.781506], [2.564932, 1.362433, -3.038595], [0.392006, 3.896224, 0.529763], [-0.349712, 2.909876, 1.837481], [-0.109963, 1.492770, 1.423896], [0.873893, 3.249769, 3.169627], [-0.336199, 4.114512, -0.257435], [1.167074, 3.354963, -0.012445], [0.717063, 4.854027, 0.935588], [0.846180, 2.386525, 3.833101], [0.716237, 4.131846, 3.788196], [1.805886, 3.291403, 2.602702], [-3.459323, -0.242431, -2.115883], [-3.321803, 0.437424, -0.402306], [-2.011350, 0.079694, 0.196978], [-3.418669, 2.238364, -0.657332], [-2.448593, -0.231953, -2.519772], [-4.137200, 0.379667, -2.696214], [-3.835162, -1.241923, -1.919649], [-3.465785, 2.837685, 0.249048], [-4.158232, 2.390108, -1.440246], [-2.429995, 2.540410, -1.023399]], "atomic_forces_ev_per_a": [[2.12, -0.21, 1.15], [0.82, -2.46, 0.75], [-0.37, 1.36, -0.26], [-0.45, 0.11, -0.23], [-0.03, 1.23, -0.60], [1.77, -0.40, 1.18], [-0.78, 0.23, -0.40], [-0.46, 0.22, -0.43], [-1.34, 0.37, -0.53], [0.14, -0.67, 1.12], [-0.53, 0.73, -1.69], [-0.78, 0.48, -0.36], [0.18, -0.20, -0.14], [-0.41, 0.32, -0.22], [-0.50, -0.58, -0.11], [0.08, -1.15, 0.06], [0.28, 1.18, 0.07], [0.51, -0.37, -0.12], [0.26, 0.60, -0.18], [-0.02, -0.20, -0.09], [-0.23, 0.38, 0.11], [0.02, 0.17, 0.57], [0.24, -0.41, -0.02], [-0.36, 1.23, -0.98], [1.62, -1.22, -0.99], [-0.02, -0.07, 0.22], [-0.54, 0.59, 1.28], [-0.19, -0.07, 0.67], [0.04, 0.15, 0.08], [0.00, -0.45, 0.25], [0.13, -0.50, 0.03], [-0.20, -0.15, -0.59], [-0.11, -0.04, 0.01], [-0.30, 0.48, -0.71], [0.21, -0.71, 0.08], [-0.49, 0.70, 0.56], [0.19, -0.45, -0.73], [-0.48, -0.04, 0.37], [0.51, -0.12, 0.87], [0.27, -0.10, -0.02], [0.01, -0.20, -0.26], [-0.33, 0.25, -0.46], [0.30, -0.08, 0.44], [0.74, 0.97, 0.93], [-0.83, -0.35, 1.29], [-1.17, 0.42, -0.52], [1.75, -0.30, -1.01], [-0.05, -0.21, -0.18], [-0.11, -0.18, -0.04], [0.04, -0.05, -0.34], [-0.87, -0.52, 0.26], [-0.23, 0.43, 0.34], [-0.06, -0.12, -0.49]]}

---

{"formula": "C8H24FO8", "method": "wB97M-V/def2-TZVPD", "homo_lumo_gap_ev": 9.9, "fmax_ev_per_a": 1.190, "energy_ha": -1021.059124, "relative_energy_kcal_mol": 0.0, "lumo_ev": 3.3458, "spin_multiplicity": 1, "charge": -1, "symbols": ["F", "C", "C", "O", "O", "H", "H", "H", "H", "H", "H", "C", "C", "O", "O", "H", "H", "H", "H", "H", "H", "C", "C", "O", "O", "H", "H", "H", "H", "H", "H", "C", "C", "O", "O", "H", "H", "H", "H", "H", "H"], "coordinates": [[0.401177, -0.448094, -0.187860], [1.533807, 0.922452, 2.762648], [1.803703, -0.577928, 2.945989], [2.336565, -1.146982, 1.771622], [0.350892, 1.163867, 2.043668], [2.421163, 1.306475, 2.239645], [1.464939, 1.437777, 3.721898], [0.857580, -1.091852, 3.156032], [2.423974, -0.735489, 3.830032], [1.712772, -0.974189, 1.039566], [0.418173, 0.713271, 1.180245], [-3.271714, 0.615257, -0.811948], [-2.820914, -0.670904, -1.499319], [-1.595456, -0.467955, -2.189942], [-2.573727, 0.840326, 0.406616], [-4.329376, 0.492630, -0.566019], [-3.070031, 1.471382, -1.458151], [-3.594237, -1.047780, -2.174459], [-2.704230, -1.478749, -0.769500], [-0.914270, -0.520590, -1.491324], [-1.690731, 0.445378, 0.379687], [-0.481705, -3.732334, 0.075079], [0.889958, -3.950629, -0.506289], [1.267204, -3.007035, -1.501392], [-0.505972, -2.713131, 1.047188], [-0.788753, -4.691775, 0.503900], [-1.205158, -3.530912, -0.723682], [0.950431, -4.931494, -0.991991], [1.637241, -4.026156, 0.293215], [1.178444, -2.129087, -1.082925], [-0.212572, -1.871265, 0.620601], [1.005755, 4.318312, -1.339947], [0.864080, 3.023569, -0.579524], [1.142375, 1.944114, -1.425866], [-0.042493, 4.575832, -2.258897], [1.980107, 4.332426, -1.843079], [0.990314, 5.164117, -0.653263], [-0.144249, 2.922593, -0.167864], [1.590821, 3.088398, 0.243593], [0.818532, 1.082564, -1.114700], [-0.094421, 3.883592, -2.923281]], "atomic_forces_ev_per_a": [[-0.17, -0.06, -0.02], [0.42, -0.65, -0.03], [-1.15, 0.31, -0.06], [0.58, -0.04, -0.03], [-0.06, 0.22, -0.09], [-0.05, 0.21, -0.02], [-0.18, -0.04, 0.06], [-0.15, 0.20, 0.20], [0.57, -0.17, -0.37], [0.11, -0.01, 0.20], [-0.03, -0.08, 0.09], [0.52, -0.79, 0.35], [0.15, 0.19, -0.07], [-0.22, -0.32, 0.38], [-0.14, -0.02, 0.27], [-0.06, 0.40, 0.03], [-0.40, -0.07, -0.33], [0.14, 0.33, -0.39], [0.00, 0.13, 0.33], [0.29, 0.06, -0.39], [-0.07, 0.05, -0.12], [-0.02, -0.13, -0.17], [0.59, -0.57, -0.61], [-0.13, 0.34, 0.69], [-0.05, 0.24, -0.05], [-0.07, 0.22, 0.48], [0.09, 0.09, -0.19], [-0.30, 0.06, -0.16], [-0.09, 0.39, 0.18], [0.06, -0.07, -0.37], [-0.24, -0.37, 0.19], [-0.07, -0.04, -0.27], [-0.07, -0.04, 0.41], [0.39, -0.02, -0.97], [-0.23, 0.29, -0.18], [0.01, -0.08, -0.05], [-0.04, -0.05, 0.16], [0.03, 0.22, 0.17], [-0.13, -0.20, 0.14], [-0.05, 0.14, 0.45], [0.21, -0.28, 0.17]]}

---

{"formula": "C8H24IO8", "method": "wB97M-V/def2-TZVPD", "homo_lumo_gap_ev": 6.7, "fmax_ev_per_a": 3.409, "energy_ha": -1218.796619, "relative_energy_kcal_mol": 63.2, "lumo_ev": 2.5583, "spin_multiplicity": 1, "charge": -1, "symbols": ["I", "C", "C", "O", "O", "H", "H", "H", "H", "H", "H", "C", "C", "O", "O", "H", "H", "H", "H", "H", "H", "C", "C", "O", "O", "H", "H", "H", "H", "H", "H", "C", "C", "O", "O", "H", "H", "H", "H", "H", "H"], "coordinates": [[1.260203, 0.183439, -0.475768], [6.853031, 0.684993, 1.846078], [7.688085, 1.006716, 3.082127], [8.632116, 1.966389, 2.520600], [5.836005, -0.273544, 2.085223], [7.455277, 0.283240, 1.031215], [6.380142, 1.607689, 1.509765], [8.238727, 0.133396, 3.431708], [7.083560, 1.552697, 3.806380], [9.389673, 1.868245, 3.102036], [5.111301, -0.080603, 1.485903], [-5.042176, -2.140512, -1.830331], [-3.659343, -2.440421, -2.468447], [-2.922490, -3.006503, -1.385834], [-4.916083, -1.068458, -0.937953], [-5.451194, -2.963361, -1.244054], [-5.812697, -1.877098, -2.554906], [-3.318191, -1.502820, -2.907343], [-3.777825, -3.084834, -3.339545], [-2.118436, -2.506378, -1.227820], [-4.280639, -1.265626, -0.245896], [-0.653470, -3.008697, 4.209479], [-1.478385, -1.713724, 3.990065], [-0.715615, -0.573995, 3.966045], [0.307525, -3.033386, 3.248697], [-1.282644, -3.881038, 4.386286], [-0.102619, -3.012146, 5.150031], [-2.264280, -1.545386, 4.726357], [-2.070100, -1.800922, 3.078821], [-0.219810, -0.491678, 3.148110], [0.572479, -2.115438, 3.155085], [-2.821968, 3.884610, -5.163009], [-1.827057, 3.318120, -4.223885], [-2.079699, 3.329424, -2.779559], [-3.828446, 2.925593, -5.308807], [-2.382268, 4.095902, -6.137747], [-3.207587, 4.848396, -4.830559], [-0.831321, 3.761387, -4.212138], [-1.622270, 2.289586, -4.521002], [-1.533209, 2.619602, -2.434451], [-4.588303, 3.027140, -4.730957]], "atomic_forces_ev_per_a": [[-0.13, -0.04, 0.12], [-0.78, -0.48, -0.16], [-0.04, 0.81, -1.98], [0.20, -0.57, 0.87], [-0.01, -0.06, 0.63], [0.57, 0.33, 0.10], [0.25, 0.24, -0.05], [-0.34, -0.01, 0.38], [0.00, -0.59, 0.39], [0.31, 0.44, -0.20], [-0.24, -0.12, -0.01], [0.45, -0.13, -0.12], [-1.96, 0.03, 0.63], [0.30, 0.21, -0.70], [-0.38, 1.19, 0.17], [0.31, -0.69, -0.36], [0.16, 0.23, -0.20], [0.58, 0.16, 0.58], [0.21, -0.69, 0.24], [0.27, 0.07, -0.10], [0.16, -0.32, -0.11], [-0.92, 1.48, 2.21], [-1.53, -1.47, 0.33], [1.12, 1.09, 0.34], [0.87, -1.09, -1.95], [-0.13, -0.31, -1.28], [-0.22, 0.69, 0.79], [0.24, -0.23, 0.55], [0.22, -0.30, -0.51], [-0.14, 0.29, -0.41], [0.55, -0.12, -0.27], [-0.45, 0.58, 0.98], [2.80, -0.61, 1.84], [-1.30, 0.20, -1.22], [-1.12, -0.68, -1.04], [0.20, -0.37, -0.04], [-0.14, 0.11, 0.27], [0.03, 0.66, -1.05], [-0.35, -0.19, -0.17], [0.05, -0.11, 0.27], [0.35, 0.35, 0.23]]}